1.
# C3H5BrNO2S

A structure of composition C3H5BrNO2S in a non-equilibrium geometry (the ωB97M-V functional and the def2-TZVPD basis, OMol25).

Last column: Mulliken charge in e.
Geometry (Å):
1 C 0.830761 1.096233 2.047822  -0.7703
2 C 0.845113 0.200073 0.997275  0.1280
3 C -0.212694 -0.379593 0.286293  -0.8162
4 N -0.514612 0.624324 -2.408451  -0.2851
5 O 1.771444 1.639951 -3.248263  -0.5448
6 O -0.244525 1.494438 -4.830658  -0.5708
7 S 0.289821 1.615147 -3.450631  0.5780
8 Br -2.203829 0.069973 -2.973565  -0.1799
9 H 1.771418 1.314435 2.448462  0.2855
10 H -0.067408 1.561904 2.568926  0.2577
11 H 1.803632 0.031888 0.560766  0.2727
12 H -1.070754 -0.702870 0.791779  0.3865
13 H 0.036195 -0.688997 -0.772673  0.2586

Cartesian forces (eV/Å) of the 3 atoms listed first:
C -1.95 -0.63 0.10
C -1.11 1.03 0.28
C 2.23 -0.51 -1.31

The calculation puts the orbital gap (alpha / beta) at 7.8 / 6.4 eV. As for the net charge: -1.



2.
# C3H5BrO

A cluster of 2 separate species, C3H5BrO in total in a non-equilibrium geometry (the ωB97M-V functional and the def2-TZVPD basis, OMol25).

Last column: Mulliken charge in e.
Geometry (Å):
1 C 0.362650 1.516742 -0.454259  0.1141
2 C 0.670072 -0.482459 -0.022426  -0.1416
3 C -0.719915 -0.703536 0.558210  -1.3482
4 O 0.834125 2.606261 -0.678771  -0.3831
5 Br 1.091098 -1.123905 -1.760080  -0.1170
6 H -0.719548 1.341317 -0.451007  0.2376
7 H 1.484981 -0.612894 0.598503  0.4470
8 H -1.368124 -0.981093 -0.232552  0.4391
9 H -0.812597 0.056580 1.329793  0.3860
10 H -0.822743 -1.617013 1.112589  0.3661

Cartesian forces (eV/Å) of the 3 atoms listed first:
C 0.14 0.02 0.19
C -1.42 3.59 -1.26
C 2.33 -1.06 0.20

The calculation puts the orbital gap at 9.5 eV.



3.
# C3H5BrO

The molecule C3H5BrO in a non-equilibrium geometry (the ωB97M-V functional and the def2-TZVPD basis, OMol25).

Last column: Mulliken charge in e.
Geometry (Å):
1 C 0.269277 1.685569 -0.277500  -0.1245
2 C -0.236466 -0.671238 0.559147  -1.4313
3 C 0.649448 0.242539 -0.318417  0.2162
4 O -0.628226 2.253182 0.343890  -0.4623
5 Br 2.479587 0.039745 0.055512  -0.0787
6 H 0.955065 2.347518 -0.811869  0.3547
7 H 0.028076 -0.909411 1.494999  0.4697
8 H -0.232513 -1.692260 0.215473  0.4169
9 H -1.256298 -0.447332 0.620300  0.3665
10 H 0.665984 -0.003620 -1.377836  0.2728

Cartesian forces (eV/Å) of the 3 atoms listed first:
C -0.89 2.52 1.57
C 0.22 -0.64 -3.52
C -2.05 -0.71 0.57

The calculation puts the orbital gap at 10.6 eV.



4.
# C3H5BrO2

A cluster of 2 separate species, C3H5BrO2 in total in a non-equilibrium geometry (the ωB97M-V functional and the def2-TZVPD basis, OMol25).

Last column: Mulliken charge in e.
Geometry (Å):
1 C -1.732775 -1.725245 -0.037674  0.2468
2 C 1.701589 0.838250 0.273181  -0.6017
3 C -0.561809 0.220213 -0.259047  -0.3735
4 O -1.143428 -2.651354 0.393914  -0.3318
5 O 0.566143 0.018669 0.540494  -0.2556
6 Br -1.688259 1.622716 0.233986  -0.1294
7 H -2.727966 -1.311919 -0.257951  0.2931
8 H 1.381737 1.930769 0.293998  0.2476
9 H 2.034842 0.611245 -0.766952  0.2857
10 H 2.397204 0.351235 0.938253  0.2237
11 H -0.227278 0.095425 -1.352199  0.3952

Cartesian forces (eV/Å) of the 3 atoms listed first:
C 3.50 2.65 0.85
C -1.25 -0.15 -1.64
C 1.35 -4.61 -1.07

The calculation puts the orbital gap (alpha / beta) at 8.6 / 8.6 eV.



For the records above, the corresponding calculated total energy values read -89651.55857; -75278.99257; -75280.98499; -77325.52619 eV.
For the records above, the corresponding relative energy (zero: lowest compared OMol25 entry of this formula, charge and spin) values read 34.8; 52.8; 6.8; 86.7 kcal per mole.